47
Properties=species:S:1:pos:R:3 method="wB97M-V/def2-TZVPD" homo_ev=-4.2 gap_ev=7.256 charge=-1 lumo_ha=0.111
Pd -0.103 0.352 1.088
C -1.397 4.331 0.953
O -2.800 4.100 1.007
C -3.245 2.957 0.382
C -4.372 3.076 -0.401
C -4.930 1.969 -1.038
C -4.317 0.745 -0.892
C -3.168 0.584 -0.107
C -2.587 -0.752 -0.071
N -1.435 -1.012 0.414
N -0.937 -2.296 0.298
C 0.321 -2.340 0.668
O 1.032 -1.377 1.140
C 0.998 -3.666 0.539
C 0.390 -4.732 -0.120
C 1.042 -5.950 -0.231
C 2.308 -6.118 0.316
C 2.918 -5.059 0.973
C 2.268 -3.839 1.082
C -2.614 1.697 0.606
O -1.662 1.601 1.489
H -1.257 5.400 1.115
H -0.870 3.751 1.705
H -1.006 4.063 -0.033
H -4.809 4.063 -0.504
H -5.818 2.076 -1.647
H -4.718 -0.129 -1.395
H -3.141 -1.570 -0.530
H -0.596 -4.585 -0.538
H 0.563 -6.771 -0.749
H 2.816 -7.071 0.228
H 3.905 -5.184 1.402
H 2.729 -3.000 1.584
C 1.422 1.625 1.531
C 2.080 1.700 0.207
C 2.929 0.688 -0.266
C 3.464 0.737 -1.542
C 3.177 1.796 -2.395
C 2.345 2.812 -1.944
C 1.811 2.765 -0.666
H 1.105 2.609 1.877
H 2.055 1.142 2.279
H 3.135 -0.160 0.375
H 4.107 -0.068 -1.879
H 3.594 1.828 -3.394
H 2.109 3.647 -2.594
H 1.163 3.563 -0.323



49
Properties=species:S:1:pos:R:3 method="wB97M-V/def2-TZVPD" homo_ev="-17.1 / -17.1" gap_ev="4.883 / 4.878" charge=+3 lumo_ha="-0.448 / -0.448"
Sn 0.980 1.543 -0.250
C -4.703 -6.099 0.218
C -3.859 -4.941 0.498
C -4.181 -3.663 -0.056
C -3.331 -2.615 0.057
C -2.134 -2.733 0.858
C -1.827 -4.015 1.443
C -2.665 -5.067 1.266
S -1.119 -0.684 -0.884
O 0.335 -0.821 -0.989
O -1.415 0.722 -0.606
N -1.404 -1.640 1.012
C -0.703 -1.320 2.141
C -0.994 -1.932 3.380
C -0.325 -1.521 4.518
C 0.562 -0.465 4.422
C 0.738 0.133 3.165
N 0.150 -0.281 2.061
H -5.766 -5.857 0.328
H -4.443 -6.978 0.802
H -4.623 -6.362 -0.849
H -5.124 -3.535 -0.572
H -3.604 -1.644 -0.333
H -0.873 -4.154 1.937
H -2.407 -6.031 1.683
H -1.790 -2.661 3.445
H -0.517 -2.005 5.466
H 1.103 -0.109 5.288
H 1.420 0.971 3.054
C 4.708 3.897 0.670
C 4.902 4.754 -0.402
C 4.064 4.681 -1.503
C 3.040 3.741 -1.514
N 2.844 2.923 -0.461
C 3.656 2.999 0.591
C 2.105 3.557 -2.639
C 2.246 4.166 -3.877
C 1.325 3.896 -4.879
C 0.261 3.044 -4.608
C 0.185 2.483 -3.347
N 1.093 2.724 -2.396
H 5.344 3.921 1.541
H 5.705 5.478 -0.380
H 4.205 5.359 -2.330
H 3.459 2.306 1.402
H 3.070 4.834 -4.074
H 1.436 4.341 -5.859
H -0.487 2.827 -5.356
H -0.641 1.831 -3.082



49
Properties=species:S:1:pos:R:3 method="wB97M-V/def2-TZVPD" homo_ev=-6.4 gap_ev=3.991 lumo_ha=-0.087
C 5.477 -0.868 2.430
C 4.883 -0.615 3.670
C 3.608 -0.041 3.738
C 2.929 0.283 2.558
S 1.334 1.128 2.655
C 0.171 -0.118 2.870
C -1.214 -0.037 2.649
C -1.978 -1.258 2.576
C -3.349 -1.260 2.445
C -4.048 -0.028 2.397
N -5.468 -0.001 2.437
O -6.057 1.106 2.460
O -6.092 -1.088 2.455
C -3.334 1.193 2.424
C -1.958 1.194 2.542
O 1.491 1.919 3.865
O 1.165 1.801 1.385
C 3.512 0.018 1.314
C 4.785 -0.560 1.253
H 6.476 -1.308 2.381
H 5.411 -0.854 4.594
H 3.149 0.168 4.703
H 0.623 -1.092 3.049
H -1.424 -2.196 2.623
H -3.918 -2.186 2.375
H -3.917 2.113 2.362
H -1.398 2.132 2.541
H 2.976 0.279 0.403
H 5.237 -0.758 0.281
C 0.864 -0.311 8.854
C -0.475 -0.391 8.443
C -0.964 0.481 7.473
C -0.121 1.471 6.922
C -0.621 2.386 5.911
S 0.197 3.847 5.531
C -1.227 4.830 4.983
C -2.394 3.946 4.572
S -2.224 2.282 5.315
C 1.212 1.573 7.376
C 1.699 0.684 8.327
H 1.261 -1.033 9.570
H -1.135 -1.140 8.884
H -2.002 0.414 7.144
H -1.507 5.470 5.828
H -0.872 5.454 4.153
H -3.340 4.334 4.971
H -2.489 3.865 3.480
H 1.860 2.347 6.962
H 2.735 0.765 8.664



57
Properties=species:S:1:pos:R:3 method="wB97M-V/def2-TZVPD" homo_ev="-7.7 / -7.8" gap_ev="7.413 / 7.303" de_lowest_ev=0.118 multiplicity=4 lumo_ha="-0.012 / -0.019" s2=3.77
Cr 0.180 -0.087 -0.287
N -1.034 -1.460 2.787
N 0.305 -1.525 3.208
C 1.343 -1.550 2.270
O 2.433 -1.958 2.658
O 1.098 -1.130 1.085
H -1.579 -0.994 3.501
H -1.420 -2.388 2.635
H 0.523 -2.122 3.996
Br -1.767 2.946 -3.838
C -1.446 3.279 -2.013
C -1.747 4.548 -1.481
C -1.525 4.840 -0.167
Br -1.941 6.568 0.489
C -0.991 3.857 0.702
C -0.703 4.025 2.075
C -0.178 2.992 2.797
C 0.062 1.757 2.168
N -0.203 1.575 0.897
C -0.708 2.598 0.148
C -0.911 2.272 -1.233
O -0.592 1.084 -1.648
H -2.160 5.302 -2.136
H -0.898 4.981 2.543
H 0.058 3.104 3.846
H 0.466 0.912 2.711
Br 0.865 -4.086 -3.314
C -0.656 -3.555 -2.336
C -1.820 -4.347 -2.388
C -2.951 -3.992 -1.716
Br -4.491 -5.090 -1.831
C -2.978 -2.808 -0.938
C -4.087 -2.304 -0.223
C -3.977 -1.134 0.475
C -2.746 -0.459 0.501
N -1.700 -0.912 -0.144
C -1.795 -2.052 -0.882
C -0.604 -2.388 -1.604
O 0.415 -1.586 -1.525
H -1.809 -5.252 -2.981
H -5.022 -2.848 -0.245
H -4.819 -0.723 1.014
H -2.616 0.451 1.071
C 4.184 0.138 0.861
P 3.358 0.156 -0.716
C 4.356 1.154 -1.817
C 3.394 -1.512 -1.342
O 1.967 0.766 -0.650
H 5.189 -0.269 0.744
H 3.617 -0.474 1.571
H 4.252 1.159 1.240
H 5.368 0.758 -1.902
H 4.395 2.173 -1.430
H 3.886 1.170 -2.801
H 4.422 -1.806 -1.556
H 2.786 -1.570 -2.244
H 2.955 -2.181 -0.603